# CH2OS2

A 2-piece molecular cluster, CH2OS2 overall in a non-equilibrium geometry (ωB97M-V/def2-TZVPD, the Open Molecules 2025 dataset).

Results
- SMILES = C=S.O=S
- relative energy (zero: lowest compared OMol25 entry of this formula, charge and spin) (kJ/mol) = 331.5
- highest occupied orbital energy (alpha / beta) (eV) = -8.71 / -8.71
- LUMO (alpha / beta) (eV) = -1.76 / -1.83
- frontier orbital gap (alpha / beta) (Eh) = 0.2554 / 0.2527
- F_max (eV/A) = 3.52
- DFT total energy (eV) = -24783.839

Last column: natural (NBO) charge in e.
CARTESIAN COORDINATES (ANGSTROEM)
S1 0.215 0.905 0.484  0.087
S2 -2.804 -0.742 0.153  0.695
O1 -2.173 0.375 0.880  -0.682
C1 1.419 0.057 -0.316  -0.486
H1 1.370 0.117 -1.401  0.193
H2 1.973 -0.712 0.200  0.194